No. 1
# C3H4OS

A cluster of 2 separate species, C3H4OS in total in a non-equilibrium geometry (ωB97M-V/def2-TZVPD, the OMol25 dataset).

Atoms and positions in Å:
S: -3.496 0.106 -0.011
O: -0.475 0.564 0.171
C: 0.686 0.003 0.110
C: 1.819 0.699 -0.084
C: -2.172 -0.672 -0.068
H: 2.780 0.222 -0.050
H: 1.777 1.763 -0.221
H: 0.745 -1.080 0.269
H: -1.664 -1.604 -0.116

As for the frontier orbital gap: 6.2 eV. The HOMO energy comes out at -7.672 eV.

No. 2
# C29H34LaN2O5Sb

A structure of composition C29H34LaN2O5Sb in a non-equilibrium geometry (ωB97M-V/def2-TZVPD, the OMol25 dataset).

Atoms and positions in Å:
La: 0.421 -1.705 0.460
Sb: 1.017 3.146 -0.803
O: -1.702 -4.803 -1.286
O: 0.337 -4.049 -0.623
O: -0.207 -0.208 2.174
O: 2.264 -0.531 -0.641
O: 0.503 -3.670 2.059
N: -0.114 -1.561 -1.981
N: -1.931 -0.477 -0.082
C: -1.416 -4.707 1.017
C: 5.009 -2.183 -2.287
C: -1.073 -4.781 3.499
C: -0.608 4.685 1.203
C: 2.226 -1.737 -2.737
C: 0.683 4.874 0.469
C: -1.465 -1.404 -2.353
C: -1.118 1.022 3.935
C: -2.398 -5.212 3.662
C: -3.215 -5.390 2.560
C: -0.937 -4.561 -0.343
C: 2.916 -2.693 -3.432
C: -1.245 0.373 2.705
C: 2.900 -1.081 -1.624
C: 0.827 -1.733 -2.885
C: -2.216 1.461 4.704
C: 0.306 3.802 -2.852
C: -2.760 0.121 0.705
C: -3.628 1.073 2.823
C: -2.282 -0.416 -1.503
C: -0.406 5.126 -2.851
C: -0.626 -4.345 2.233
C: -3.483 1.402 4.152
C: 3.153 3.713 -1.211
C: 4.319 -1.246 -1.480
C: -2.725 -5.155 1.242
C: 4.293 -2.934 -3.236
C: 4.040 3.527 -0.001
C: -2.532 0.564 2.078
H: -1.351 5.120 -2.278
H: -1.559 -1.089 -3.362
H: 0.631 -2.043 -3.925
H: -4.631 0.959 2.400
H: 0.167 5.926 -2.431
H: 2.384 -3.313 -4.162
H: -2.105 0.612 -1.892
H: 3.037 4.806 -1.412
H: -0.254 2.946 -3.290
H: 3.690 4.159 0.861
H: -0.338 -4.575 4.299
H: -3.418 -5.406 0.401
H: 4.827 -0.562 -0.789
H: -4.341 1.670 4.815
H: 4.089 2.504 0.281
H: -1.464 4.376 0.572
H: 4.756 -3.649 -3.927
H: -0.542 3.946 1.984
H: -0.898 5.650 1.584
H: -3.384 -0.677 -1.629
H: 5.052 3.957 -0.197
H: -0.686 5.441 -3.835
H: -1.939 -2.397 -2.342
H: 3.529 3.263 -2.147
H: 0.688 5.804 -0.112
H: -3.770 0.431 0.333
H: -0.179 1.091 4.408
H: -4.308 -5.686 2.609
H: -1.961 1.953 5.643
H: 6.065 -2.304 -2.181
H: -2.789 -5.420 4.645
H: 0.985 -4.561 -0.103
H: 1.276 3.874 -3.359
H: 1.617 4.886 1.072

As for the frontier orbital gap: 7.5 eV. The HOMO energy comes out at -7.774 eV.

No. 3
# C15H34F3N4

A cluster of 2 separate species, C15H34F3N4 in total in a non-equilibrium geometry (ωB97M-V/def2-TZVPD, the OMol25 dataset).

Atoms and positions in Å:
F: -1.841 0.557 0.357
F: -2.992 2.200 -0.208
F: -1.578 1.511 -1.591
N: 3.291 2.697 0.765
N: -3.504 -3.778 -0.536
N: -3.165 -1.996 0.900
N: -2.355 -2.045 -1.445
C: -0.882 -1.829 -1.286
C: 2.949 4.109 0.797
C: -2.453 1.113 -0.680
C: 2.367 4.681 2.097
C: 4.598 2.366 2.944
C: -3.471 -4.576 -1.757
C: 4.541 2.333 1.413
C: 1.206 -2.063 0.086
C: -3.539 0.266 -1.251
C: -0.177 -2.561 -2.474
C: 0.994 1.987 0.161
C: -0.299 -2.375 0.003
C: -3.077 -0.934 -2.097
C: 2.208 1.781 1.055
C: -2.993 -2.610 -0.370
H: 3.136 4.856 2.847
H: -4.244 -0.036 -0.495
H: 1.603 4.033 2.529
H: -3.937 -1.296 -2.648
H: -0.622 -0.790 -1.413
H: -2.407 -0.544 -2.850
H: 5.499 1.853 3.286
H: 1.379 -1.377 0.897
H: -4.006 -4.191 0.243
H: 4.797 1.319 1.085
H: -2.668 -2.544 1.599
H: 5.336 2.968 1.015
H: 3.833 4.686 0.517
H: -4.378 -4.471 -2.338
H: 1.571 -1.573 -0.810
H: 1.783 -2.963 0.237
H: 0.452 -3.357 -2.100
H: 0.518 2.953 0.336
H: -0.912 -3.047 -3.095
H: 1.296 1.934 -0.888
H: 4.649 3.383 3.328
H: -4.097 0.915 -1.912
H: 3.745 1.863 3.402
H: -4.161 -1.975 1.106
H: 1.884 1.834 2.107
H: 2.234 4.303 -0.007
H: 1.897 5.645 1.893
H: 0.230 1.231 0.300
H: 0.431 -1.895 -3.070
H: 2.574 0.762 0.895
H: -3.404 -5.614 -1.462
H: -0.734 -1.895 0.868
H: -2.620 -4.357 -2.373
H: -0.484 -3.445 0.087

As for the net charge: +1. As for the frontier orbital gap: 5.5 eV. The HOMO energy comes out at -9.725 eV.

No. 4
# C40H42N5O5

A cluster of 2 separate species, C40H42N5O5 in total in a non-equilibrium geometry (ωB97M-V/def2-TZVPD, the OMol25 dataset).

Atoms and positions in Å:
O: -4.594 3.699 2.891
O: 3.356 -1.847 -5.909
O: -4.053 2.106 4.303
O: -1.537 -1.115 6.350
O: 0.657 -1.006 6.469
N: -0.403 -1.163 5.823
N: -3.745 2.968 3.448
N: 3.817 -1.557 -3.667
N: 2.744 3.224 -0.638
N: 1.747 -1.670 -2.776
C: -0.861 3.743 1.323
C: 0.036 2.691 1.697
C: 5.242 -1.388 -3.831
C: 4.744 3.665 -1.869
C: -1.414 2.228 3.613
C: -1.456 -1.125 2.318
C: -0.157 -0.713 0.246
C: 0.828 -1.237 -0.584
C: 3.003 -1.820 -4.733
C: 0.980 -3.786 -5.945
C: 1.461 2.877 -0.347
C: -2.059 3.930 1.972
C: 0.406 3.095 -1.376
C: 0.932 -1.323 3.798
C: -0.207 2.082 2.969
C: 1.103 -3.467 -4.464
C: -2.385 3.095 3.061
C: 3.160 -1.528 -2.366
C: 3.466 -0.198 -1.666
C: -1.695 3.466 -3.215
C: -1.610 2.279 -2.475
C: 0.988 -4.138 -8.716
C: 0.156 -2.990 -6.752
C: 1.128 2.253 0.875
C: 3.628 -2.736 -1.532
C: 0.181 -3.146 -8.143
C: 1.723 -5.010 -7.900
C: 1.589 -2.037 -4.188
C: -0.329 -1.372 4.420
C: -0.199 -0.973 1.659
C: 0.704 -1.475 -1.957
C: 0.991 -1.133 2.427
C: -0.568 2.107 -1.573
C: 0.305 4.294 -2.103
C: 1.691 -4.855 -6.510
C: -1.527 -1.358 3.673
C: 3.772 3.398 0.388
C: 5.067 3.749 -0.371
C: -0.732 4.469 -3.020
C: 3.217 3.528 -1.982
H: 3.152 0.630 -2.315
H: 2.914 -2.983 -0.740
H: 2.255 -5.534 -5.862
H: 2.790 4.469 -2.357
H: 5.063 4.564 -2.396
H: 1.826 -1.410 4.415
H: 5.876 3.070 -0.093
H: 5.547 -0.392 -3.478
H: -0.790 5.405 -3.577
H: 1.822 1.521 1.303
H: -0.408 -2.476 -8.775
H: -0.478 -2.223 -6.292
H: 1.973 -1.057 1.948
H: -2.771 4.697 1.671
H: -1.072 -0.312 -0.195
H: 1.008 5.110 -1.913
H: 5.236 2.803 -2.331
H: -1.663 1.693 4.531
H: 5.788 -2.137 -3.239
H: -2.513 3.617 -3.915
H: 4.540 -0.117 -1.455
H: 1.755 -1.520 -0.088
H: -0.485 1.210 -0.966
H: 0.576 1.465 3.409
H: 3.741 -3.613 -2.188
H: -2.375 -1.045 1.733
H: -2.472 -1.483 4.197
H: 5.497 -1.492 -4.891
H: 1.802 -4.168 -3.982
H: 3.893 2.491 0.992
H: -0.290 -1.525 -2.419
H: 0.122 -3.591 -3.978
H: 3.498 4.213 1.089
H: 0.904 -1.331 -4.681
H: 4.597 -2.508 -1.073
H: 2.341 -5.793 -8.346
H: -2.356 1.488 -2.595
H: 2.927 2.753 -2.705
H: 1.030 -4.247 -9.804
H: -0.597 4.380 0.476
H: 5.367 4.764 -0.098
H: 2.930 -0.107 -0.718

As for the net charge: +1. As for the frontier orbital gap: 4.3 eV. The HOMO energy comes out at -9.629 eV.

What is the formula in the second record? C29H34LaN2O5Sb

What is the formula in the third record? C15H34F3N4

frontier orbital gap of number 3 (C15H34F3N4)? 5.5 eV

Repeat the first record exactly.
# C3H4OS

A cluster of 2 separate species, C3H4OS in total in a non-equilibrium geometry (ωB97M-V/def2-TZVPD, the OMol25 dataset).

Atoms and positions in Å:
S: -3.496 0.106 -0.011
O: -0.475 0.564 0.171
C: 0.686 0.003 0.110
C: 1.819 0.699 -0.084
C: -2.172 -0.672 -0.068
H: 2.780 0.222 -0.050
H: 1.777 1.763 -0.221
H: 0.745 -1.080 0.269
H: -1.664 -1.604 -0.116

As for the frontier orbital gap: 6.2 eV. The HOMO energy comes out at -7.672 eV.